# 1
DFT (the ωB97M-V functional and the def2-TZVPD basis) results for a structure of composition C31H23Cl6F3NO7RuSi.

Atoms and positions in Å:
Ru  -0.925827  1.732193  -1.081578
Cl  -2.998906  1.938243  -3.596535
C  -1.474343  1.187687  -3.852977
C  -0.435541  1.565653  -2.997745
C  0.882108  1.535962  -3.482465
Cl  2.128326  2.305960  -2.618691
C  1.190144  0.789657  -4.645762
Cl  2.803281  0.694572  -5.223592
C  0.154573  0.195190  -5.371110
Cl  0.482134  -0.773249  -6.691408
C  -1.176385  0.408641  -4.976805
Cl  -2.434043  -0.256200  -5.932754
O  -2.049001  0.635741  1.763993
C  -1.491127  1.774080  1.843659
O  -0.771570  2.365867  0.920861
C  -1.723214  2.604379  3.099943
C  -3.058728  2.815437  3.422409
C  -3.443118  3.568623  4.535416
C  -2.491802  4.076611  5.377703
C  -1.142876  3.926773  5.010002
C  -0.739123  3.185005  3.874149
N  -0.194805  4.488246  5.901649
O  0.964954  4.657445  5.455394
O  -0.590430  4.835296  7.056170
H  -3.805206  2.294470  2.838892
H  -4.522184  3.701789  4.699314
H  -2.715557  4.695216  6.271165
H  0.325592  3.158598  3.673616
F  -5.179687  0.404604  0.937558
C  -4.693501  0.002598  -0.241145
F  -5.648535  0.330758  -1.152584
F  -4.558395  -1.329104  -0.250097
C  -3.364285  0.652574  -0.596686
O  -2.402126  -0.041500  -1.101949
O  -3.185449  1.898348  -0.427976
Cl  -0.705621  4.000260  -1.397465
C  1.895206  -3.152375  1.463493
C  0.819473  -2.079995  1.399428
C  -0.508178  -2.707425  1.588769
C  0.918729  -1.090280  2.530244
Si  0.957563  -1.084583  -0.287228
O  0.164525  0.299546  -0.451934
C  0.494380  -2.342862  -1.642100
C  1.340322  -2.761484  -2.669028
C  0.924096  -3.656005  -3.657122
C  -0.294251  -4.337701  -3.520099
C  -1.059199  -4.050532  -2.401067
C  -0.717637  -3.021972  -1.511370
C  2.758415  -0.492262  -0.398719
C  3.146482  0.818070  -0.104451
C  4.492001  1.185654  -0.092638
C  5.485568  0.289538  -0.509066
C  5.105886  -1.021235  -0.838645
C  3.792175  -1.384440  -0.767166
H  1.628503  -3.825993  2.251401
H  2.889161  -2.706913  1.674271
H  1.941927  -3.721468  0.560969
H  -0.612872  -3.094280  2.602109
H  -0.695641  -3.567587  0.929980
H  -1.349589  -1.967962  1.478009
H  1.103231  -1.558296  3.475983
H  0.002229  -0.532921  2.604491
H  1.729405  -0.327575  2.447863
H  2.292449  -2.287231  -2.831401
H  1.513139  -3.764744  -4.569814
H  -0.656906  -4.970178  -4.331202
H  -1.979228  -4.596880  -2.182899
H  -1.474779  -2.693349  -0.805563
H  2.352397  1.558793  0.133448
H  4.736087  2.217100  0.171375
H  6.490641  0.609249  -0.656210
H  5.860758  -1.774438  -1.110746
H  3.503803  -2.431409  -1.015934

Cartesian forces (eV/Å) of the 3 atoms listed first:
Ru -0.23 0.84 1.99
Cl -0.32 -0.57 -0.02
C 0.96 -0.04 -0.57

For the relative energy (zero: lowest compared OMol25 entry of this formula, charge and spin), the calculation gives 0.000 eV. For the HOMO energy (alpha / beta), the calculation gives -6.62 / -6.71 eV. For the HOMO-LUMO gap (alpha / beta), the calculation gives 7.82 / 7.13 eV. The spin multiplicity is 5. Its total charge is -1.



# 2
DFT (the ωB97M-V functional and the def2-TZVPD basis) results for a cluster of 2 separate species, C10H16 in total.

Atoms and positions in Å:
C  -1.929144  -1.251546  -1.669098
C  -1.108611  -0.008530  -1.451608
C  0.160272  0.144650  -2.011610
C  0.919717  1.279119  -1.779356
C  0.392908  2.336917  -1.052116
C  -0.860870  2.197099  -0.475542
C  -1.561027  1.003531  -0.609559
H  -1.435235  -2.078257  -1.158354
H  -1.915705  -1.536890  -2.723610
H  -2.947871  -1.159799  -1.304303
H  0.512752  -0.631003  -2.676194
H  1.863319  1.352032  -2.300969
H  0.877841  3.300467  -0.991635
H  -1.285764  3.030966  0.066521
H  -2.555471  0.916224  -0.197645
C  0.586616  -2.618670  2.419260
C  1.602563  -1.520932  2.093575
C  1.343677  -0.253320  2.970875
H  1.030606  -3.604583  2.297219
H  0.309719  -2.586622  3.475985
H  -0.283346  -2.570789  1.775274
H  2.619145  -1.869144  2.263113
H  1.505255  -1.217034  1.053264
H  0.270163  -0.099995  3.043069
H  1.687184  -0.600700  3.943969
H  1.922263  0.580374  2.585783

Cartesian forces (eV/Å) of the 3 atoms listed first:
C 0.71 -0.14 -0.24
C 0.17 0.22 0.58
C -0.43 -0.21 0.08

For the relative energy (zero: lowest compared OMol25 entry of this formula, charge and spin), the calculation gives 0.398 eV. For the HOMO energy, the calculation gives -9.05 eV. For the HOMO-LUMO gap, the calculation gives 10.04 eV. The spin multiplicity is 1. Its SMILES is Cc1ccccc1.CCC.



# 3
DFT (the ωB97M-V functional and the def2-TZVPD basis) results for a cluster of 2 separate species, C8H8N4O4 in total.

Atoms and positions in Å:
O  4.130697  1.803998  0.307711
C  3.427152  0.896786  -0.070209
C  2.280130  1.201858  -0.944743
C  1.330584  0.282636  -1.296075
N  1.412207  -0.920993  -0.683834
C  2.409917  -1.283841  0.070761
O  2.381204  -2.383532  0.515413
N  3.550796  -0.496286  0.194235
H  2.454796  2.114627  -1.393235
H  0.486075  0.541820  -1.822973
H  0.886445  -1.626719  -1.172211
H  4.108208  -0.840994  1.044267
O  -3.070930  2.604566  0.111990
C  -2.474844  1.532020  0.306945
C  -1.464105  0.945191  1.191525
C  -1.372558  -0.448914  1.207405
N  -2.111749  -1.188113  0.434809
C  -3.245096  -0.881762  -0.332517
O  -4.050498  -1.663486  -0.789518
N  -3.234982  0.470770  -0.427997
H  -0.763820  1.569280  1.889386
H  -0.821110  -0.870720  1.915102
H  -2.395648  -2.264508  0.782969
H  -3.852879  0.906321  -1.039203

Cartesian forces (eV/Å) of the 3 atoms listed first:
O 0.54 -1.00 0.40
C -0.74 -0.02 -0.41
C -0.45 -2.32 -0.44

For the relative energy (zero: lowest compared OMol25 entry of this formula, charge and spin), the calculation gives 3.507 eV. For the HOMO energy, the calculation gives -9.65 eV. For the HOMO-LUMO gap, the calculation gives 9.56 eV. The spin multiplicity is 1. Its SMILES is O=c1cc[nH]c(=O)[nH]1.O=c1cc[nH]c(=O)[nH]1.



# 4
DFT (the ωB97M-V functional and the def2-TZVPD basis) results for a structure of composition C43H20ClF15GeN2O5PtS2.

Atoms and positions in Å:
Pt  0.357721  0.882361  -1.138111
O  -4.606137  2.140111  -4.028246
C  -4.159888  1.013555  -4.555877
O  -4.800059  0.379446  -5.354011
C  -2.811944  0.543999  -4.099699
C  -2.117553  -0.528319  -4.627372
Cl  -2.582768  -1.521476  -5.920492
N  -0.974367  -0.703939  -3.905907
N  -0.894383  0.248290  -2.963224
C  -1.973125  0.988436  -3.058914
C  -2.074098  2.119991  -2.093928
O  -3.010496  2.905281  -2.145527
O  -1.114907  2.223209  -1.228333
C  0.068929  -1.685569  -4.010683
C  0.649773  -2.141567  -2.837981
C  1.679721  -3.066866  -2.889145
C  2.121400  -3.555817  -4.110341
C  1.531304  -3.097504  -5.278571
C  0.512775  -2.157025  -5.239381
H  -3.998622  2.497060  -3.325637
H  0.277799  -1.803297  -1.879710
H  2.126964  -3.402083  -1.961978
H  2.922846  -4.282033  -4.151121
H  1.873960  -3.458804  -6.239662
H  0.100040  -1.787910  -6.162819
O  -1.180991  -0.694868  -0.310677
S  -1.133719  -1.671029  0.846982
C  -1.520683  -0.685122  2.341473
C  -2.715732  0.199908  2.169027
C  -2.622176  1.353358  1.394203
C  -3.744836  2.130510  1.151260
C  -4.968481  1.773610  1.702756
C  -5.066751  0.637782  2.496496
C  -3.946346  -0.149273  2.721313
C  -2.692252  -2.574427  0.666416
C  -2.738733  -3.142310  -0.725296
C  -1.894573  -4.184872  -1.098158
C  -1.913766  -4.672384  -2.395800
C  -2.782131  -4.123510  -3.330978
C  -3.623537  -3.080135  -2.966769
C  -3.594615  -2.586610  -1.669085
H  -0.608377  -0.106697  2.492595
H  -1.631678  -1.407200  3.154028
H  -1.671742  1.641483  0.966314
H  -3.660053  3.010930  0.525725
H  -5.845013  2.380450  1.515366
H  -6.016557  0.363030  2.937628
H  -4.024260  -1.041521  3.334518
H  -3.501226  -1.866832  0.840248
H  -2.686692  -3.352413  1.433779
H  -1.216883  -4.615682  -0.367626
H  -1.252422  -5.481539  -2.679461
H  -2.801202  -4.506288  -4.343699
H  -4.302975  -2.646431  -3.691408
H  -4.242660  -1.764098  -1.386442
F  5.063346  -0.454186  0.725367
C  5.592776  0.687467  1.194619
C  4.753541  1.728470  1.568199
C  5.363631  2.852315  2.096335
F  4.636373  3.867419  2.577530
C  6.739110  2.964393  2.197616
F  7.296804  4.068159  2.692374
C  7.540668  1.913971  1.794507
F  8.861591  2.006187  1.901952
C  6.966717  0.755583  1.301137
F  7.738157  -0.270192  0.944804
Ge  2.828401  1.412717  1.261032
S  2.580890  0.920514  -0.856832
C  1.733578  2.962768  1.732429
C  0.614289  2.886086  2.544095
F  0.160838  1.697902  2.978601
C  -0.080880  4.009410  2.947185
F  -1.142441  3.908527  3.744639
C  0.339680  5.253267  2.511859
F  -0.308940  6.343970  2.901855
C  1.425645  5.364015  1.662985
F  1.803395  6.562430  1.225340
C  2.089988  4.219166  1.272639
F  3.094804  4.338447  0.397540
C  2.517865  0.031224  2.626355
C  2.163150  -1.272540  2.341031
F  2.030692  -1.669982  1.068349
C  1.924742  -2.206495  3.331669
F  1.551017  -3.450478  3.024875
C  2.067995  -1.836447  4.655938
F  1.840041  -2.721340  5.620284
C  2.448367  -0.544464  4.977985
F  2.595396  -0.196814  6.254245
C  2.660388  0.365692  3.961302
F  3.004559  1.615493  4.302102

Cartesian forces (eV/Å) of the 3 atoms listed first:
Pt 0.95 0.35 0.09
O -0.06 -0.11 -0.12
C 0.01 -0.01 0.06

For the relative energy (zero: lowest compared OMol25 entry of this formula, charge and spin), the calculation gives 0.174 eV. For the HOMO energy (alpha / beta), the calculation gives -9.15 / -9.15 eV. For the HOMO-LUMO gap (alpha / beta), the calculation gives 7.05 / 7.05 eV. The spin multiplicity is 1.